<a>
Here is one molecule with the formula C2H6N6 from the Open Molecules 2025 dataset. Energies are from wB97M-V/def2-TZVPD.

Geometry as XYZ:
```
14
C2H6N6 wB97M-V/def2-TZVPD
N 2.0930 -0.3642 -0.2103
N 1.0420 -1.2795 0.1015
C -0.1426 -0.7339 0.0835
N -1.2705 -1.4542 0.1144
N -2.3942 -0.6355 -0.1173
C -1.9235 0.5665 -0.1277
N -0.5360 0.5984 0.0484
N 0.1663 1.8131 0.0494
H 2.6289 -0.3352 0.6677
H 2.7514 -0.8122 -0.8375
H -1.3749 -2.4994 0.0173
H -2.5766 1.4364 -0.2974
H 1.0292 1.7788 -0.4940
H 0.5075 1.9210 1.0019
```

The HOMO energy is -7.9 eV. The structure (SMILES) is N/N=c1/[nH]ncn1N.

***

<b>
Here is C2H6N6 as an isolated structure from the Open Molecules 2025 dataset. Energies are from wB97M-V/def2-TZVPD.

Geometry as XYZ:
```
14
C2H6N6 wB97M-V/def2-TZVPD
C -0.0991 0.4456 1.2571
C -0.0970 -0.4399 -1.1683
H 0.4845 2.3918 2.1422
H -1.8066 -0.1413 1.2650
H -1.9447 -0.5557 -0.9210
H 0.6027 -0.8071 -3.1482
H 2.1037 -1.2052 -0.6489
H 1.6498 0.6576 0.9956
N -0.2057 1.2879 2.3078
N -1.0265 -0.6938 0.8920
N -1.2777 -0.0991 -0.5574
N -0.2708 -0.6740 -2.4467
N 1.0097 -0.6979 -0.2519
N 0.8778 0.5311 0.2827
```

The HOMO energy is -8.7 eV.

***

From most stable to least stable, the computed energies give <a>, <b>.

***

<a>
Here is one molecule with the formula C2H6N6 from the Open Molecules 2025 dataset. Energies are from wB97M-V/def2-TZVPD.

Geometry as XYZ:
```
14
C2H6N6 wB97M-V/def2-TZVPD
H 0.0840 1.0670 -2.6686
N 0.5451 1.0325 -1.7456
N -0.2387 0.5474 -0.9320
C 0.2679 0.2627 0.4845
N -0.5592 1.0602 1.3425
N 1.6571 0.4456 0.7210
N -0.0549 -1.1379 0.4388
C -0.9267 -1.4663 -0.3923
N -1.6225 -2.1785 -1.0963
H -0.0479 1.7404 1.8918
H -1.0712 0.4975 2.0118
H 2.2085 -0.3010 0.3193
H 1.9675 1.3354 0.3483
H -2.2089 -2.9051 -0.7231
```

The HOMO energy is -9.1 eV. The structure (SMILES) is [H]/N=N/C(N)(N)N=C=N.

***

<b>
Here is one molecule with the formula C2H6N6 from the Open Molecules 2025 dataset. Energies are from wB97M-V/def2-TZVPD.

Geometry as XYZ:
```
14
C2H6N6 wB97M-V/def2-TZVPD
N 2.5752 -0.2551 0.1243
N 1.4939 0.5910 -0.2470
C 0.3612 -0.0412 -0.2616
C 0.0261 -1.4293 -0.0404
N -1.2378 -1.5653 0.1522
N -1.7786 -0.3331 0.0897
N -0.8562 0.6079 -0.1926
N -0.9706 1.9101 0.2580
H 3.3744 0.3247 -0.1906
H 2.6106 -0.1376 1.1023
H 0.7330 -2.2186 -0.0541
H -2.6181 -0.3983 -0.4557
H -0.0098 2.0612 0.6892
H -0.9947 2.5039 -0.5712
```

The HOMO energy is -7.9 eV. The structure (SMILES) is N/N=c1\cn[nH]n1N.

***

From most stable to least stable, the computed energies give <a>, <b>.

***

<a>
Here is one molecule with the formula C2H2Cl2O2 from the Open Molecules 2025 dataset. Energies are from wB97M-V/def2-TZVPD.

Geometry as XYZ:
```
8
C2H2Cl2O2 wB97M-V/def2-TZVPD
C -0.5517 -0.1043 0.3486
C 0.8714 -0.4443 -0.1680
O -1.5718 0.7113 0.3152
O -1.8489 1.8743 -0.2463
Cl 2.0702 0.5107 0.7886
Cl 1.1412 -0.1113 -1.9234
H -0.9628 -0.8571 0.9132
H 0.8524 -1.5793 -0.0280
```

The HOMO energy (alpha / beta) is -9.9 / -9.8 eV.

***

<b>
Here is one molecule with the formula C2H2Cl2O2 from the Open Molecules 2025 dataset. Energies are from wB97M-V/def2-TZVPD.

Geometry as XYZ:
```
8
C2H2Cl2O2 wB97M-V/def2-TZVPD
O -2.3269 0.0452 -1.5394
C -2.6429 -0.0847 -0.4482
Cl -4.0333 -0.1908 0.4345
O -1.4273 -0.2570 0.6494
C -0.3019 0.2963 0.1391
Cl -0.2134 2.0989 0.0579
H 0.5102 -0.1818 0.7297
H -0.0891 -0.2573 -0.8297
```

The HOMO energy is -10.6 eV. The structure (SMILES) is O=C(Cl)OCCl.

***

From most stable to least stable, the computed energies give <b>, <a>.